{"formula": "C7H11N2", "method": "the ωB97M-V functional and the def2-TZVPD basis", "total_energy_ha": -382.49102, "largest_force_ev_per_a": 3.84, "charge": 1, "e_homo_ev": -13.55, "smiles": "C1=C[C@@H](CN2CC2)[NH+]=C1", "relative_energy_kcal_mol": 83.2, "lumo_ha": -0.18818, "symbols": ["C", "C", "C", "C", "C", "C", "C", "N", "N", "H", "H", "H", "H", "H", "H", "H", "H", "H", "H", "H"], "xyz": [[1.20, -1.24, 1.48], [1.12, -0.61, 2.72], [0.98, -0.16, 0.48], [0.46, 0.69, 2.52], [-1.85, 0.40, -2.03], [-0.56, 0.49, -2.60], [-0.20, -0.53, -0.45], [0.48, 0.95, 1.26], [-0.72, 0.61, -1.13], [1.63, -2.19, 1.16], [1.30, -1.00, 3.75], [1.94, 0.19, -0.01], [-2.50, 1.25, -2.12], [-2.32, -0.55, -2.07], [-0.07, -0.46, -2.70], [-0.31, 1.38, -3.20], [-1.04, -0.89, 0.10], [0.34, 1.44, 3.20], [0.23, -1.27, -1.12], [-0.12, 1.50, 0.76]]}